This record from OMol25 describes 2 unconnected molecules or ions with the total composition C2H6N2. The level of theory is the ωB97M-V functional and the def2-TZVPD basis.

LUMO energy   0.2963 eV
Kohn-Sham gap   8.91 eV
Energy relative to the best compared isomer or geometry (same formula, charge and spin)   394.6 kJ/mol
Charge   0
SMILES   C=N.C=N
M   58.1 g/mol
Largest force on an atom   2.852 eV Å⁻¹

Each line ends with the Mulliken charge.
Element x y z (Å)
1 C -2.878 0.259 -0.138  -0.22
2 N -1.845 -0.249 -0.643  -0.44
3 H -3.654 0.725 -0.768  0.21
4 H -3.297 -0.042 0.843  0.21
5 H -0.895 0.045 -0.500  0.23
6 C 2.597 0.485 0.286  -0.21
7 N 2.162 -0.689 0.417  -0.48
8 H 3.650 0.650 0.061  0.24
9 H 1.892 1.311 0.155  0.19
10 H 1.190 -0.772 0.688  0.26